Here is C17H40NOP3Tm as an isolated structure in a non-equilibrium geometry from OMol25. Energies are from ωB97M-V/def2-TZVPD.

Geometry (Å):
Tm: 1.45330 -0.89047 0.50835
P: 1.94411 -1.26512 -2.16703
P: -0.97670 -2.37541 -0.28238
P: -1.21651 0.32423 2.25069
O: -1.32983 2.13310 -0.73009
N: 1.79001 -2.16664 2.53783
C: -0.66259 3.34361 -0.75553
C: -2.82089 0.81834 1.45427
C: 3.30468 -0.40262 -3.06004
C: -2.44133 -1.84118 -1.22690
C: 0.13590 5.08311 0.64636
C: 0.70128 -1.52061 -3.48291
C: -1.14587 4.23986 -1.70617
C: -0.62554 -3.94857 -1.16528
C: -1.77623 -3.13506 1.19463
C: 2.55556 -3.00435 -2.00909
C: -0.91136 1.89477 3.15963
C: 0.15485 3.72177 0.32049
C: 2.59817 0.89032 -0.03241
C: -0.57050 5.98837 -0.15053
C: -1.99853 -0.60921 3.63583
C: 3.46866 0.00598 0.73578
C: -1.21264 5.58260 -1.33245
H: 3.26748 0.69902 -3.03270
H: -0.05495 -4.60175 -0.49436
H: 3.60981 -3.01118 -1.70850
H: 2.12917 1.75141 0.45335
H: -0.07054 -0.74803 -3.41825
H: 0.19273 -2.49107 -3.46444
H: 2.97178 1.23717 -1.00255
H: 0.64445 2.97397 0.93190
H: -2.15929 2.13220 -1.18212
H: -1.28258 1.80687 4.20130
H: -1.58462 -4.42130 -1.41050
H: 2.61661 -1.93040 3.11766
H: -2.00146 -2.37719 1.95458
H: -3.17692 -2.65449 -1.24248
H: 0.17702 2.09423 3.19227
H: -1.42167 2.74346 2.66162
H: -2.17004 -1.59416 -2.25749
H: -2.16424 0.05196 4.49400
H: 0.93227 -1.95533 3.06668
H: -1.73903 3.82045 -2.50824
H: 0.62710 5.45331 1.54042
H: 1.99147 -3.59427 -1.26965
H: -2.64936 1.10289 0.41739
H: 3.71978 0.34017 1.75014
H: -1.74916 6.26109 -2.00557
H: 3.29981 -0.70094 -4.11635
H: -2.96240 -1.03125 3.33434
H: 1.84680 -3.15947 2.30466
H: -2.70501 -3.62515 0.87205
H: -3.24777 1.67660 1.98260
H: -2.90575 -0.96186 -0.77310
H: 4.28567 -0.45532 0.18291
H: 1.21526 -1.43062 -4.44639
H: -1.10299 -3.88989 1.62163
H: 4.26494 -0.69319 -2.61435
H: -0.59995 7.04058 0.13813
H: -1.33016 -1.41775 3.94480
H: 2.44528 -3.51052 -2.97898
H: -3.51978 -0.01722 1.50472
H: -0.05777 -3.77985 -2.08422

Summary:
HOMO (spin up / spin down): -15.77 / -15.77 eV
frontier orbital gap (spin up / spin down): 2.80 / 2.82 eV
⟨S²⟩: 2.00
spin multiplicity: 3
total charge: +3